Record 1
The following is a DFT calculation (ωB97M-V/def2-TZVPD) of a molecular structure, C8H20BBrInO9.

## Properties
Kohn-Sham gap in eV: 6.53
Largest force on an atom in eV/A: 0.464
Highest occupied orbital energy in eV: -4.5973
Net charge: -1

The geometry in XYZ format:
```
40
Properties=species:S:1:pos:R:3:forces:R:3
C 1.10686 -0.58524 3.83530 -0.0191 0.1084 -0.1050
C 0.98409 -1.66105 4.90914 -0.1125 -0.0594 0.0538
O 0.72508 -2.93831 4.33096 0.1377 -0.0016 -0.0519
B -0.54012 -3.44603 4.28025 -0.0866 -0.0773 -0.0398
O -0.63780 -4.73155 3.73194 -0.4383 0.1519 -0.0170
In -2.46590 -2.31080 4.85929 -0.0204 -0.4460 -0.0362
O -2.39723 -0.31226 4.35728 0.1207 0.0964 -0.0921
Br -2.67754 -2.28470 7.47912 0.0078 0.0794 0.0298
H 1.99169 0.03679 3.98838 -0.0520 0.0257 0.0155
H 0.22139 0.05132 3.79952 -0.0242 -0.0783 0.0418
H 1.19651 -1.05937 2.85577 0.1043 -0.0198 0.0523
H 1.90741 -1.76596 5.48333 0.0093 -0.0024 -0.0778
H 0.18259 -1.42902 5.61611 0.0726 0.0989 -0.0168
H -0.37768 -4.80438 2.81073 0.3758 -0.0101 0.0465
H -3.94389 -2.96217 4.16745 -0.0598 0.0582 0.0356
H -2.28228 0.24039 5.13334 -0.0306 0.0114 0.0715
C -2.51356 -1.94268 0.97906 0.0126 0.0645 0.0664
O -1.61386 -2.04894 -0.14331 0.0224 -0.0712 0.0129
C -1.11468 -0.90333 -0.58121 0.0247 0.0486 -0.0131
O -1.37541 0.19988 -0.17938 -0.0205 -0.0256 -0.0111
O -0.25407 -1.17485 -1.57580 -0.0252 0.0056 0.0267
C 0.37097 -0.01795 -2.13516 -0.0064 0.0046 -0.0168
H -2.83697 -2.95840 1.18098 -0.0097 0.0143 0.0490
H -2.00250 -1.52077 1.84375 -0.0061 0.0401 -0.0185
H -3.36257 -1.31040 0.72868 0.0116 0.0036 -0.0137
H 0.94391 0.51615 -1.37892 0.0047 -0.0156 0.0024
H -0.36930 0.66145 -2.55441 0.0005 -0.0111 -0.0069
H 1.02569 -0.39426 -2.91572 0.0117 0.0375 -0.0050
C -0.55417 3.72333 -5.97185 0.0577 0.0006 -0.0046
O 0.82539 3.85880 -6.34233 0.0016 -0.0073 0.0118
C 1.67961 3.41151 -5.42321 -0.0243 -0.0111 0.0388
O 1.38076 2.92994 -4.36179 0.0162 -0.0234 -0.0080
O 2.92085 3.58769 -5.87610 -0.0082 -0.0049 0.0093
C 3.94078 3.14323 -4.97167 -0.0472 0.0141 -0.0274
H -1.11404 4.12679 -6.80923 -0.0300 -0.0071 0.0183
H -0.80199 2.67637 -5.80813 -0.0076 0.0019 -0.0172
H -0.75952 4.28276 -5.06136 -0.0073 0.0115 -0.0121
H 3.83591 2.07801 -4.77456 0.0139 -0.0008 -0.0123
H 3.87678 3.68582 -4.03046 0.0139 0.0089 -0.0074
H 4.87877 3.35217 -5.47578 0.0167 -0.0130 0.0284
```
Positions in Å, forces in eV/Å.

---

Record 2
The following is a DFT calculation (ωB97M-V/def2-TZVPD) of a molecular structure, C8H20BeNO9.

## Properties
Kohn-Sham gap in eV: 5.26
Largest force on an atom in eV/A: 8.609
ΔE to the lowest compared entry with this formula, charge and spin in kJ/mol: 128.2
Highest occupied orbital energy in eV: -2.6653
Net charge: -1

The geometry in XYZ format:
```
39
Properties=species:S:1:pos:R:3:forces:R:3
Be -0.36175 -0.71857 -0.12904 -0.8392 -2.4751 1.4038
C -0.87128 -2.23417 2.34251 -0.2149 -2.0095 3.4992
O -1.18445 -2.67824 1.26673 -1.2194 -0.4750 -8.5094
O -1.18016 -2.96979 3.30966 0.3007 0.5371 2.5667
O -0.21568 -1.15549 2.38468 1.8856 4.3107 -0.0953
O -2.67999 -2.26855 -3.31184 -0.4517 0.3944 -0.0914
C -1.94212 -1.50200 -2.50694 4.2132 0.3702 1.6498
O -2.42075 -1.11736 -1.43093 -1.8097 0.8814 1.7285
O -0.71966 -1.33073 -2.68974 1.2536 0.0392 -1.3006
H -3.37498 -2.25818 -2.64966 -1.6773 -0.9386 -0.3710
C 2.81788 -0.75181 -1.81175 0.5091 -0.0213 -0.2772
C 2.92668 -1.07232 -0.29197 -1.1740 -0.1530 -0.5119
C 2.83436 0.20171 0.56872 -0.5444 -1.1655 -0.2603
O 1.57083 0.80790 0.31718 -0.1647 -0.5793 -1.0028
C 1.22262 1.87732 1.16677 0.8833 0.1946 0.8193
N 1.82574 -2.04396 -0.02623 0.0594 0.7136 -0.6531
H 1.92986 -0.22874 -2.16660 -0.2206 0.2260 0.7373
H 2.78785 -1.63595 -2.44853 0.1358 -0.4759 0.3858
H 3.67720 -0.19931 -2.19177 0.1582 0.2380 0.2821
H 3.85910 -1.59396 -0.07618 0.4438 0.4056 -0.0700
H 3.70765 0.78250 0.27185 -0.2153 0.7806 -0.0858
H 2.93375 -0.01964 1.63138 -0.1166 -0.1931 0.1464
H 0.47512 2.51592 0.69610 0.0043 -0.3985 0.0730
H 2.12551 2.45020 1.37822 0.1810 0.4145 -0.2476
H 0.92734 1.49514 2.14393 -0.5278 -0.0647 -0.0858
H 1.95720 -2.58926 0.81368 -0.3876 0.5974 0.9049
H 2.03291 -2.75932 -0.70847 -0.7799 -0.1901 -0.6191
C -1.96707 2.23620 -1.25116 -0.8852 -0.2778 -1.0107
O -0.71514 1.63755 -1.49227 0.8558 -0.1557 0.7995
H -2.38458 2.30468 -2.25568 -0.8143 0.4010 0.1617
H -2.61300 1.57537 -0.67307 0.2881 0.0463 0.0748
H -1.91611 3.23253 -0.81201 0.2128 0.0287 0.2092
H -0.48393 1.90032 -2.38619 0.3706 -0.4755 0.0928
C -2.69317 1.53447 2.19809 -0.7292 1.1583 -0.2860
O -1.59966 0.96241 1.53629 -0.5120 0.5403 -0.3412
H -2.41650 2.01919 3.13436 0.2438 -0.2639 0.3231
H -3.08401 2.36322 1.60772 0.0330 0.0489 -0.3731
H -3.55513 0.89097 2.37418 0.2296 -0.5160 0.0169
H -1.23249 0.33972 2.16800 1.0221 -1.4981 0.3175
```
Positions in Å, forces in eV/Å.

---

Question: Which of these has the lowest highest occupied orbital energy?
Answer: C8H20BBrInO9